# 1
{"formula": "C17H34Br2ClFINO5PS", "method": "ωB97M-V with the def2-TZVPD basis set", "orbital_gap_ha": 0.201, "total_charge": -1, "e_homo_ev": -4.51, "max_force_ev_per_a": 8.7, "symbols": ["C", "C", "C", "Br", "P", "Br", "C", "C", "N", "O", "C", "F", "C", "C", "C", "C", "C", "S", "O", "O", "Cl", "C", "C", "C", "I", "O", "H", "H", "H", "H", "H", "H", "H", "H", "H", "H", "H", "H", "H", "H", "H", "H", "H", "H", "H", "H", "H", "H", "H", "H", "H", "H", "H", "H", "C", "C", "O", "C", "H", "H", "H", "H", "H", "H"], "positions_angstrom": [[-0.2163, 2.2032, 3.2404], [-1.0940, 1.5934, 1.9975], [-0.7845, 2.2860, 0.5328], [-1.1147, 4.2499, 0.7161], [0.9213, 1.8241, -0.2123], [1.7499, 3.7388, 0.7154], [0.7631, 2.7752, -1.8613], [2.1388, 2.7898, -2.7779], [1.8584, 3.3552, -4.1855], [2.6367, 1.3938, -0.3649], [2.6323, -0.0962, -0.5453], [2.9131, -0.7362, 0.7939], [1.2713, -0.6993, -1.3082], [0.6869, -2.1420, -0.7938], [-0.9351, -2.1956, -0.5641], [-1.8047, -2.7264, -1.8481], [-3.4079, -2.4484, -1.4950], [-4.0096, -0.7539, -2.0726], [-3.0923, -0.1612, -3.2123], [-5.4493, -0.8024, -2.7171], [-4.1883, 0.6300, -0.4736], [1.4258, -0.9023, -2.9612], [2.7776, -1.7464, -3.3807], [2.4691, -2.8031, -4.6395], [4.4255, -0.4551, -4.1113], [0.3342, 0.4601, -1.1860], [0.9407, 1.9553, 3.1915], [-0.3115, 3.3583, 3.4008], [-0.5948, 1.6995, 4.2540], [-0.8842, 0.4198, 1.9433], [-2.2375, 1.7587, 2.2244], [-1.6041, 1.8374, -0.2106], [1.0194, 0.9795, 0.9799], [0.4164, 3.8890, -1.7675], [-0.0558, 2.2071, -2.5114], [2.9688, 3.4434, -2.2471], [2.6079, 1.7320, -2.9526], [2.0068, 4.3920, -4.2039], [2.6710, 2.9754, -4.7586], [3.6390, -0.2965, -1.1126], [0.9352, -2.9818, -1.6049], [1.1876, -2.5387, 0.2097], [-1.1198, -2.9871, 0.3101], [-1.4221, -1.1971, -0.1968], [-1.6814, -3.8874, -1.9258], [-1.5379, -2.2303, -2.8736], [-3.6158, -2.5586, -0.3342], [-4.1035, -3.2392, -2.0541], [0.5056, -1.5910, -3.2813], [1.2819, 0.1059, -3.5503], [3.1865, -2.2957, -2.4303], [2.4855, -2.2361, -5.6859], [3.4052, -3.5400, -4.6586], [1.4971, -3.4362, -4.4770], [-2.2218, -1.0232, 6.0414], [-1.3051, 0.0507, 6.5636], [-1.0152, 1.0310, 5.8796], [-0.7569, -0.1211, 7.9550], [-2.5400, -0.7663, 5.0255], [-1.6941, -1.9797, 6.0113], [-3.1076, -1.0970, 6.6773], [-0.1639, -1.0375, 8.0101], [-1.5775, -0.1547, 8.6760], [-0.1112, 0.7294, 8.1981]], "atomic_forces_ev_per_a": [[0.1781, -0.6209, 1.2572], [0.3898, 0.3741, 0.1342], [-2.5363, -1.6582, -0.0571], [-1.8834, -0.7363, -0.3385], [-0.2651, -0.2738, 0.2909], [2.4439, 0.7242, 1.0804], [-0.1196, 0.6083, -2.6506], [0.2190, 0.4171, 0.6408], [1.8552, -0.3429, 0.2721], [-1.0359, -4.9105, -1.6371], [2.3002, 1.3740, 0.0632], [-1.0069, 0.8253, -2.3466], [-0.6301, 1.8337, -0.4746], [-0.0976, -0.8707, 0.6889], [-0.3605, -0.5312, 0.3285], [-0.5333, 0.2855, 0.7284], [0.3581, -1.7744, 0.5517], [-2.3652, 2.6448, -7.9608], [-2.2194, -2.4422, 5.2472], [4.6416, -0.7094, 3.5223], [0.4936, -1.3152, -0.7868], [-0.0714, -0.3501, -0.0835], [-1.7346, -0.8359, -0.2373], [1.5430, -0.0260, 0.2976], [-0.6994, -0.5500, 0.4798], [1.4265, -2.9476, 0.6414], [-2.4398, 0.5066, -0.3264], [0.0498, -2.1653, -0.6995], [0.8649, 1.3218, -2.9065], [-0.4465, 2.4911, -0.0777], [2.1740, -0.3417, -0.4137], [1.5534, 1.2930, 1.5216], [0.0053, 0.4280, -0.4723], [0.6893, -2.1030, 0.0678], [1.6935, 1.3256, 1.3215], [-1.6913, -1.4442, -0.7886], [-1.1173, 1.9685, 0.5725], [-0.2512, -1.2456, 0.2855], [-1.4061, 0.7390, 0.7322], [-2.0930, 0.0927, 0.9493], [-0.4154, 1.8387, 1.6449], [-0.9436, 1.2546, -2.1102], [0.2985, 1.6443, -1.8658], [1.3819, -1.6004, -0.7565], [-0.3371, 2.1323, 0.0009], [-0.5460, -0.8208, 2.0981], [0.4404, 0.4941, -2.4325], [1.3043, 2.1657, 1.0150], [1.9724, 1.5150, 0.7092], [0.5492, -1.9567, 1.3582], [-0.6744, 0.9619, -1.9983], [-0.3516, -1.1809, 2.4294], [-2.0818, 1.4431, -0.0834], [1.7714, 1.3839, -0.2624], [-0.0978, 0.1919, -0.4685], [0.4195, 1.3792, -0.9907], [-0.6824, -1.6473, 1.8064], [0.3014, 0.4042, 0.0392], [0.1011, -0.0239, 0.2237], [-0.1377, -0.0163, 0.1656], [0.1168, -0.1809, 0.0517], [-0.1829, -0.0434, 0.1157], [0.0700, -0.2115, -0.0125], [-0.1520, -0.1850, -0.0941]], "nbo_charge": [-0.677, -0.445, -0.566, -0.052, 1.505, -0.402, -0.758, -0.219, -0.862, -0.787, 0.428, -0.428, 0.242, -0.441, -0.411, -0.418, -0.602, 1.814, -0.826, -0.864, -0.159, -0.465, -0.309, -0.656, 0.053, -0.855, 0.222, 0.219, 0.248, 0.208, 0.200, 0.228, -0.123, 0.231, 0.230, 0.190, 0.184, 0.344, 0.340, 0.173, 0.195, 0.243, 0.197, 0.243, 0.215, 0.257, 0.263, 0.277, 0.209, 0.264, 0.228, 0.231, 0.214, 0.215, -0.721, 0.596, -0.532, -0.718, 0.245, 0.228, 0.225, 0.228, 0.225, 0.240]}

=====

# 2
{"formula": "C17H34CrN4O6", "method": "ωB97M-V with the def2-TZVPD basis set", "multiplicity": 4, "s2": 3.782, "orbital_gap_ha": [0.238, 0.291], "total_charge": 3, "e_homo_ev": [-18.86, -18.86], "max_force_ev_per_a": 2.3, "symbols": ["Cr", "C", "C", "O", "C", "C", "O", "C", "C", "O", "C", "C", "O", "C", "C", "O", "C", "C", "O", "H", "H", "H", "H", "H", "H", "H", "H", "H", "H", "H", "H", "H", "H", "H", "H", "H", "H", "H", "H", "H", "H", "H", "H", "C", "C", "C", "C", "N", "C", "N", "N", "N", "H", "H", "H", "H", "H", "H", "H", "H", "H", "H"], "positions_angstrom": [[1.1678, -0.3892, -0.1801], [1.7080, 2.4658, 1.5794], [2.3897, 1.4066, 2.4259], [2.4932, 0.2193, 1.6359], [2.7916, -0.9160, 2.4410], [2.7504, -2.1494, 1.5616], [1.4786, -2.1409, 0.9132], [1.0421, -3.4125, 0.4295], [0.2105, -3.1562, -0.8364], [0.7569, -2.0656, -1.5622], [1.9213, -2.4295, -2.3169], [2.6272, -1.1408, -2.6721], [2.9300, -0.4680, -1.4420], [3.5298, 0.8009, -1.6514], [2.4635, 1.8061, -2.0986], [1.3048, 1.5692, -1.2967], [0.4347, 2.6962, -1.1816], [-0.2322, 2.6596, 0.2113], [0.5091, 1.8577, 1.1035], [2.3564, 2.7672, 0.7495], [1.4826, 3.3476, 2.1914], [1.7796, 1.1982, 3.3105], [3.3864, 1.7366, 2.7402], [2.0445, -1.0037, 3.2397], [3.7843, -0.8087, 2.8922], [2.8656, -3.0447, 2.1809], [3.5501, -2.1173, 0.8102], [0.4366, -3.9080, 1.1965], [1.9097, -4.0452, 0.2154], [-0.8124, -2.8750, -0.5800], [0.1720, -4.0554, -1.4598], [1.6199, -2.9610, -3.2271], [2.5785, -3.0712, -1.7204], [1.9528, -0.5359, -3.2889], [3.5527, -1.3401, -3.2244], [4.3354, 0.7348, -2.3935], [3.9568, 1.0879, -0.6857], [2.2063, 1.6815, -3.1593], [2.8428, 2.8263, -1.9612], [-0.3275, 2.6544, -1.9658], [1.0115, 3.6200, -1.2921], [-1.2212, 2.2071, 0.1517], [-0.3471, 3.6760, 0.6038], [-4.9615, 1.3601, 1.6485], [-5.2725, 0.4209, 0.4915], [-5.3139, 1.1263, -0.8507], [-4.3609, -0.8316, 0.4898], [-2.9681, -0.5532, 0.2412], [-1.8883, -0.7595, 1.0176], [-0.8176, -0.4290, 0.3079], [-1.2752, -0.0217, -0.8771], [-2.5320, -0.0926, -0.9215], [-5.7360, 2.1216, 1.7100], [-4.0105, 1.8733, 1.5027], [-4.9411, 0.8282, 2.5970], [-6.2838, 0.0225, 0.6738], [-4.3258, 1.4653, -1.1696], [-5.9620, 1.9965, -0.7829], [-5.7013, 0.4724, -1.6303], [-4.7026, -1.5021, -0.3054], [-4.4381, -1.3428, 1.4510], [-1.9000, -1.1386, 2.0190]], "atomic_forces_ev_per_a": [[0.5103, 0.0294, 0.1837], [0.2296, -0.2027, 0.2834], [-0.3592, 1.0224, 0.1569], [-0.4893, -0.5071, -1.3167], [0.1562, -0.8468, 0.3684], [1.1476, 0.5344, 0.7550], [-0.4513, 1.2774, -0.4660], [-0.4432, -0.8334, -0.7505], [-0.5629, -0.6643, 0.7850], [0.2070, 1.3481, 0.4551], [0.9036, 0.1113, -0.5297], [-0.4836, -0.7819, -0.7299], [-0.9570, -0.6555, 0.9300], [0.2715, 1.4263, 0.0804], [0.7401, -0.3666, -0.6187], [0.2529, -1.1340, 0.5738], [-0.8094, 0.6107, 0.3417], [-0.3048, 0.1889, -0.3170], [0.3471, -0.3505, 0.1402], [-0.0695, 0.0283, -0.0172], [0.0346, -0.1321, -0.0894], [0.0718, -0.0639, -0.0759], [-0.1223, -0.1253, -0.0768], [0.0955, 0.0661, -0.0796], [-0.1056, -0.0123, -0.0633], [-0.1300, 0.0917, -0.1370], [-0.1612, -0.1247, 0.0396], [0.1198, 0.1038, -0.1040], [-0.0226, 0.1998, 0.0773], [0.1260, -0.0634, -0.1072], [0.0008, 0.1636, 0.0258], [-0.0183, 0.0807, 0.1869], [-0.1113, 0.0320, -0.0383], [0.1726, 0.0760, 0.0782], [-0.1297, 0.0495, 0.1505], [-0.1537, -0.0900, 0.1884], [-0.0296, -0.0347, -0.1650], [-0.0069, 0.0917, 0.2254], [-0.1335, -0.1963, 0.0706], [0.1647, 0.0478, 0.0554], [0.0739, -0.2778, -0.1007], [0.0584, 0.1421, 0.0319], [0.0038, -0.1197, -0.0790], [0.0360, -0.0863, -0.1760], [-0.2201, -0.2061, 0.2762], [0.1533, 0.0522, -0.1413], [-1.7794, 0.0645, -0.0145], [2.0728, -0.1108, 0.8932], [-0.3124, -0.0357, 0.0575], [-0.1169, -0.2782, 0.2335], [0.5722, 0.2668, -0.8945], [-0.6896, 0.1185, -0.9774], [0.0387, 0.0580, 0.0451], [0.1547, 0.1004, 0.0300], [0.0189, -0.0013, 0.1515], [0.3357, -0.1309, -0.0312], [-0.1147, 0.1305, 0.0341], [-0.0499, 0.0272, -0.0381], [-0.0315, -0.0114, -0.0673], [0.2040, -0.0183, 0.1344], [0.1863, -0.0129, -0.0963], [-0.0911, -0.0654, 0.2592]], "lowdin_spin": [2.958, 0.000, 0.001, 0.011, 0.000, 0.000, -0.005, 0.001, -0.001, -0.007, 0.000, 0.000, 0.006, 0.002, 0.000, 0.009, 0.001, 0.001, 0.020, 0.000, 0.001, 0.000, 0.000, 0.000, -0.001, -0.001, 0.000, 0.000, 0.000, 0.000, -0.001, -0.001, 0.000, 0.000, -0.001, 0.000, 0.000, 0.000, 0.000, 0.001, 0.000, 0.000, 0.000, 0.000, 0.000, 0.000, 0.001, 0.006, 0.003, -0.025, 0.017, 0.002, 0.000, 0.000, 0.000, 0.000, 0.000, 0.000, 0.000, 0.000, 0.000, 0.000]}

=====

# 3
{"formula": "C17H34F4N2O7S", "method": "ωB97M-V with the def2-TZVPD basis set", "orbital_gap_ha": 0.290, "smiles": "O=C(F)C[C@H](OC(=O)S)C(F)(F)F.COCCNCCOC.COCCNCCOC", "e_homo_ev": -8.50, "max_force_ev_per_a": 10.1, "symbols": ["O", "C", "F", "C", "C", "O", "C", "O", "S", "C", "F", "F", "F", "H", "H", "H", "H", "C", "O", "C", "C", "N", "C", "C", "O", "C", "H", "H", "H", "H", "H", "H", "H", "H", "H", "H", "H", "H", "H", "H", "H", "C", "O", "C", "C", "N", "C", "C", "O", "C", "H", "H", "H", "H", "H", "H", "H", "H", "H", "H", "H", "H", "H", "H", "H"], "positions_angstrom": [[-6.5204, -0.1117, -4.2554], [-6.4331, 1.2475, -4.2837], [-7.3680, 2.0040, -3.4188], [-5.3313, 1.8738, -5.3228], [-4.7861, 3.3720, -4.9434], [-4.9516, 3.7622, -3.5347], [-3.7720, 4.5100, -3.0407], [-2.5194, 3.9860, -2.9578], [-4.0023, 6.3091, -2.4405], [-5.5763, 4.4528, -5.9366], [-4.7316, 4.5531, -7.1617], [-5.5719, 5.8230, -5.3040], [-6.9888, 4.0792, -6.2028], [-4.3735, 1.1633, -5.3481], [-5.8188, 1.8101, -6.4069], [-3.6432, 3.4090, -5.2852], [-5.3952, 6.6370, -2.4622], [-1.2041, 1.5695, -2.1339], [-0.2595, 0.6869, -1.5436], [1.0049, 1.3163, -1.2998], [1.2929, 1.3332, 0.2090], [0.3907, 2.2610, 0.9002], [0.4600, 2.1587, 2.3624], [-0.0548, 0.8517, 2.9965], [-1.4617, 0.6566, 2.8414], [-1.8298, -0.0374, 1.6566], [-2.1205, 1.0077, -2.3328], [-1.4427, 2.3908, -1.4526], [-0.8235, 1.9627, -3.0816], [1.0562, 2.3260, -1.7263], [1.7657, 0.7067, -1.7982], [2.3294, 1.6428, 0.3758], [1.1663, 0.3132, 0.5868], [-0.5659, 2.0719, 0.6077], [-0.1396, 2.9859, 2.7606], [1.4925, 2.3363, 2.6864], [0.1156, 0.9291, 4.0765], [0.5081, -0.0278, 2.6668], [-1.0822, -0.7779, 1.3561], [-2.0129, 0.6696, 0.8460], [-2.7716, -0.5603, 1.8514], [4.7020, -4.7659, 5.2439], [4.7373, -5.2168, 3.8966], [3.4650, -5.6963, 3.4428], [2.9642, -4.8203, 2.2846], [2.5943, -3.4844, 2.7654], [2.3226, -2.5315, 1.6831], [3.5168, -2.1158, 0.8021], [4.5068, -1.3589, 1.5012], [5.5210, -2.1447, 2.1132], [5.7127, -4.4635, 5.5306], [4.0405, -3.9010, 5.3439], [4.3763, -5.5703, 5.9105], [2.7263, -5.7464, 4.2526], [3.6218, -6.7151, 3.0734], [2.0920, -5.2945, 1.8236], [3.7644, -4.7581, 1.5397], [3.3523, -3.1170, 3.3372], [1.9228, -1.6276, 2.1580], [1.5237, -2.9296, 1.0460], [3.1269, -1.4470, 0.0261], [3.9643, -2.9622, 0.2707], [5.7466, -3.0526, 1.5453], [5.2382, -2.3960, 3.1367], [6.4308, -1.5383, 2.1665]], "atomic_forces_ev_per_a": [[0.3800, 10.0670, 0.0464], [-1.1069, -7.9806, 0.6479], [3.2092, -1.7999, -2.9886], [0.0433, 0.0978, 0.5883], [0.1763, 0.1179, -1.6857], [2.8073, 1.1116, -0.9942], [5.0351, -2.2371, 0.5253], [-8.8562, 3.5439, -0.9823], [-0.8211, -1.9590, -0.5530], [0.3467, 1.5865, 0.3627], [-3.3880, -0.2518, 3.4367], [-0.2722, -4.4032, -2.3768], [4.8393, 1.4863, 0.4207], [-2.5011, 1.3274, 0.4335], [0.9838, 0.4083, 2.4645], [-2.5899, 0.1329, 0.9089], [1.6249, -1.1290, -0.3181], [0.0961, -0.2917, 0.1604], [0.0938, 0.4281, -0.0730], [0.1085, -0.4892, 0.5010], [-0.5620, 0.3504, -0.4214], [0.2158, -0.2483, 0.0414], [-0.4123, -0.0361, -0.1848], [-0.0790, 0.4953, 0.3593], [0.5625, -0.2584, -0.2167], [-0.3584, 0.1248, 0.2648], [0.1404, -0.0290, 0.0637], [0.0303, 0.0913, -0.1821], [-0.0712, 0.1260, 0.0810], [-0.1853, -0.0920, 0.1469], [0.0240, 0.0454, 0.0260], [-0.0529, -0.0126, 0.0449], [0.1934, -0.1930, -0.1104], [0.2611, 0.0536, 0.0452], [0.0585, -0.1620, 0.0697], [-0.0482, -0.1093, -0.0832], [-0.0518, 0.0046, -0.0807], [-0.1347, 0.0085, -0.1859], [0.0410, 0.1224, -0.0167], [0.0918, -0.1353, -0.2239], [0.1393, 0.0696, 0.0653], [0.2245, -0.0438, -0.2424], [-0.4257, 0.0714, 0.3366], [0.1843, 0.0990, -0.6789], [0.1728, 0.1759, 0.7289], [0.0474, -0.1613, -0.2557], [0.3296, 0.1016, 0.2941], [-0.4182, 0.4406, 0.0553], [-0.0880, -0.5786, -0.2724], [0.0607, 0.4475, 0.0681], [-0.0974, -0.0808, -0.1373], [-0.0969, -0.0344, 0.1640], [-0.0535, 0.0970, 0.0621], [0.1469, 0.1971, -0.0627], [-0.0518, 0.0376, 0.0048], [0.0208, 0.0668, 0.0149], [0.0459, -0.2654, -0.1006], [-0.1972, -0.1205, -0.1436], [0.0961, -0.0411, -0.1611], [0.1168, -0.0447, 0.0174], [0.0287, -0.0106, 0.0766], [0.1095, -0.0642, 0.1808], [-0.1176, 0.0059, 0.0677], [0.1038, -0.2515, 0.0304], [-0.1520, -0.0255, -0.0738]], "nbo_charge": [-0.524, 0.847, -0.338, -0.540, 0.020, -0.531, 0.654, -0.573, 0.011, 0.966, -0.341, -0.348, -0.330, 0.289, 0.294, 0.263, 0.181, -0.246, -0.564, -0.072, -0.242, -0.628, -0.248, -0.086, -0.548, -0.245, 0.186, 0.175, 0.172, 0.182, 0.179, 0.196, 0.165, 0.354, 0.203, 0.192, 0.189, 0.162, 0.172, 0.161, 0.188, -0.249, -0.558, -0.072, -0.240, -0.628, -0.248, -0.086, -0.548, -0.245, 0.193, 0.165, 0.171, 0.180, 0.183, 0.193, 0.169, 0.354, 0.199, 0.194, 0.188, 0.166, 0.173, 0.160, 0.188]}